The following is a quantum chemistry calculation of a 2-piece molecular cluster, C2H5FO2 overall, from OMol25.

## Properties
Largest force on an atom   5.679 eV/A
HOMO-LUMO gap   9.4029 eV
ΔE to the lowest compared entry with this formula, charge and spin   321.08 kJ/mol
HOMO   -8.9329 eV
Charge   0

Bonds (Å) are listed after each position.
Cartesian coordinates (Å):
1 C -0.563 0.152 -1.313  O4 1.343, H6 1.143, H7 1.108, H8 1.111
2 C 0.259 -0.468 1.177  O3 1.278, F5 1.330, H9 1.065
3 O 0.273 0.766 1.509  C2 1.278, H10 0.964
4 O -1.027 -0.580 -0.287  C1 1.343
5 F 1.357 -0.802 0.504  C2 1.330
6 H -0.595 1.274 -1.096  C1 1.143
7 H -1.215 0.166 -2.208  C1 1.108
8 H 0.402 -0.359 -1.522  C1 1.111
9 H -0.031 -1.332 1.727  C2 1.065
10 H 1.141 1.184 1.509  O3 0.964

Atomic partial charges in e from the Löwdin method, atoms 1 to 4: -0.281, -0.270, 0.143, -0.216